Entry 1:
Below is a molecular structure, C41H39FIrN4O3PSi, with properties calculated with ωB97M-V with the def2-TZVPD basis set.

The geometry in XYZ format:
```
91
Properties=species:S:1:pos:R:3:forces:R:3
Ir -1.01119 -1.20688 -1.08625 -0.210 0.456 0.523
C 3.85145 4.03705 -3.27978 -0.011 -0.026 0.033
C 4.39529 3.07386 -2.23672 0.063 0.072 -0.028
C 5.80325 2.61717 -2.58967 -0.015 -0.005 0.014
C 6.37129 1.76132 -1.47213 -0.018 0.009 0.003
C 5.42411 0.64252 -1.12891 0.118 -0.018 0.021
C 5.88589 -0.49615 -0.50528 -0.039 0.051 -0.033
C 5.00879 -1.53074 -0.20473 -0.085 0.006 -0.033
F 5.50067 -2.62145 0.40305 0.053 -0.077 0.047
C 3.68045 -1.46958 -0.51284 0.003 -0.026 -0.005
C 3.19053 -0.32173 -1.14579 -0.019 0.014 0.021
C 1.75405 -0.22729 -1.41263 -0.070 -0.088 0.031
O 1.03161 -1.15902 -0.96334 0.202 0.213 -0.063
C 1.32353 0.92606 -2.11847 0.014 -0.097 0.027
C 2.23936 1.91648 -2.36357 0.019 -0.002 0.004
N 3.53825 1.87753 -2.05996 -0.032 -0.012 0.007
C 4.05783 0.73429 -1.45218 -0.071 -0.030 0.011
C -0.07298 1.23966 -2.61671 -0.042 0.163 0.012
O -0.27405 2.35682 -3.07587 0.005 -0.012 -0.013
O -0.97960 0.33018 -2.53778 0.052 -0.320 -0.311
H 4.59019 4.82229 -3.43446 0.010 0.005 0.004
H 2.92454 4.51875 -2.97387 0.003 0.000 -0.007
H 3.68694 3.53026 -4.23196 -0.004 0.006 -0.006
H 4.42992 3.58269 -1.26530 0.002 -0.020 -0.020
H 6.42781 3.49494 -2.75498 -0.007 0.009 0.001
H 5.76864 2.05497 -3.52737 0.004 -0.004 -0.002
H 6.53687 2.38356 -0.58673 -0.002 0.004 -0.002
H 7.34162 1.34825 -1.74944 -0.005 -0.012 0.000
H 6.93348 -0.60218 -0.25371 0.008 0.009 -0.002
H 3.00461 -2.27853 -0.27236 0.003 0.011 0.004
H 1.85627 2.80658 -2.83866 0.013 -0.019 0.002
N -8.35936 -0.56845 -1.60923 0.039 0.006 0.013
C -7.22250 -0.71960 -1.54191 -0.182 0.005 -0.028
C -5.80331 -0.90523 -1.45952 0.380 -0.039 0.022
C -5.21678 -1.40599 -0.30243 -0.139 0.037 -0.075
C -3.84624 -1.54240 -0.25202 0.062 -0.010 -0.065
N -3.04649 -1.19792 -1.27526 -0.120 -0.008 0.108
C -3.61461 -0.73243 -2.39965 0.103 -0.064 0.036
C -4.97798 -0.57454 -2.52949 -0.177 -0.012 -0.015
H -5.81871 -1.67533 0.55329 0.013 -0.005 0.008
H -3.32912 -1.90218 0.62662 0.033 -0.006 0.004
H -2.93403 -0.44989 -3.18887 0.003 0.009 0.000
H -5.39149 -0.18572 -3.44874 0.019 0.002 -0.006
N -1.15929 -1.48901 0.95215 -0.060 -0.089 -0.086
P -1.23545 -0.11377 1.69391 -0.089 -0.264 -0.192
C 0.19232 1.01293 1.49911 -0.029 -0.004 0.001
C 0.13687 2.35532 1.13785 0.008 -0.002 0.033
C 1.30861 3.09403 1.01349 0.014 0.016 -0.016
C 2.53677 2.50105 1.26266 0.013 0.029 -0.007
C 2.59936 1.16226 1.63308 -0.022 -0.018 0.016
C 1.43332 0.42368 1.74377 0.085 0.021 -0.015
C -2.70539 0.91825 1.34160 0.072 0.086 0.003
C -3.79226 0.93657 2.21337 -0.019 0.040 -0.068
C -4.98452 1.54601 1.84222 0.005 -0.011 0.039
C -5.10467 2.14342 0.59659 -0.001 -0.001 -0.003
C -4.02570 2.13652 -0.27876 0.000 0.016 0.011
C -2.83613 1.52806 0.08934 0.010 0.027 0.058
C -1.28566 -0.41822 3.47671 0.000 0.056 -0.001
C -1.14905 0.62088 4.39378 -0.008 -0.034 0.008
C -1.20741 0.35790 5.75372 0.008 0.044 0.001
C -1.39591 -0.94320 6.20147 -0.001 -0.039 -0.010
C -1.52232 -1.98192 5.28960 0.003 0.036 0.004
C -1.46730 -1.72006 3.92722 -0.015 -0.017 0.051
H -0.81450 2.83812 0.95534 0.013 -0.025 0.010
H 1.25315 4.13655 0.72597 0.011 0.008 0.000
H 3.44875 3.08236 1.17946 -0.017 -0.002 0.004
H 3.55649 0.69134 1.82607 -0.004 0.020 0.002
H 1.47596 -0.62797 2.00568 -0.011 -0.011 -0.004
H -3.71547 0.46345 3.18344 0.008 -0.018 0.038
H -5.82134 1.55017 2.52933 -0.004 0.002 -0.002
H -6.03639 2.61234 0.30593 -0.003 0.003 0.006
H -4.10821 2.60170 -1.25306 0.006 -0.002 -0.008
H -2.01654 1.50893 -0.62182 -0.046 0.020 0.035
H -0.99553 1.63596 4.04409 -0.001 0.000 0.000
H -1.10224 1.16667 6.46555 0.000 0.000 -0.002
H -1.43900 -1.14714 7.26372 0.000 0.000 0.004
H -1.66244 -2.99689 5.63829 0.002 -0.004 0.005
H -1.55568 -2.51217 3.19564 0.006 -0.011 -0.040
C 0.17306 -4.13066 0.69818 0.043 0.064 -0.054
Si -0.83039 -3.48443 -0.75314 0.137 -0.261 -0.107
C 0.09293 -4.07412 -2.30560 -0.114 0.032 0.015
C -2.47531 -4.41602 -0.72112 0.000 0.112 -0.041
H 0.36353 -5.19925 0.55893 0.039 0.011 0.000
H -0.34927 -3.98191 1.64014 -0.043 0.000 0.035
H 1.13112 -3.61155 0.77498 0.014 -0.014 -0.014
H 0.25253 -5.15655 -2.29044 -0.025 -0.008 0.037
H 1.07068 -3.59210 -2.37657 0.000 0.019 0.009
H -0.46459 -3.83024 -3.21307 0.019 0.000 -0.020
H -2.27676 -5.48771 -0.80575 0.033 -0.006 -0.018
H -3.11376 -4.12737 -1.55990 -0.022 -0.038 0.004
H -3.03575 -4.26429 0.20249 0.009 0.041 0.037
```
Positions in Å, forces in eV/Å.

* HOMO: -7.10 eV
* net charge: 0
* orbital gap: 6.7 eV
* calculated total energy: -77978.766 eV
* M: 906.1 g mol⁻¹
* ΔE to the lowest compared entry with this formula, charge and spin: 0.160 eV

=====

Entry 2:
Below is a molecular structure, C41H40BaN13O5S2, with properties calculated with ωB97M-V with the def2-TZVPD basis set.

The geometry in XYZ format:
```
102
Properties=species:S:1:pos:R:3:forces:R:3
Ba -0.30464 0.77196 0.49599 -0.057 0.028 -0.052
O -2.15843 4.63803 2.69634 0.063 -0.005 0.029
C -1.38830 3.91259 2.07655 -0.159 0.039 -0.062
N -1.65867 3.19549 0.95863 0.095 -0.039 0.051
C -2.67874 3.63926 0.17574 0.029 0.098 0.018
O -3.00553 4.80035 -0.02516 -0.015 -0.031 0.008
C -3.45131 2.56589 -0.57463 -0.047 -0.057 -0.053
C -4.59266 2.95795 -1.26721 0.026 0.070 0.017
C -5.32903 2.00986 -1.95052 0.022 -0.056 -0.001
C -4.88639 0.69701 -1.94024 -0.035 0.043 0.016
C -3.73107 0.40167 -1.23890 0.013 -0.066 -0.026
N -3.02914 1.30022 -0.55029 -0.006 0.066 0.069
C 0.00235 3.72505 2.66636 0.013 -0.033 -0.125
C 0.30017 4.39657 3.84529 0.054 -0.012 0.034
C 1.55792 4.25275 4.40178 -0.063 0.024 -0.018
C 2.47699 3.43717 3.76442 0.048 -0.016 -0.018
C 2.09715 2.80585 2.59318 0.016 0.024 0.015
N 0.89009 2.94576 2.03887 -0.009 -0.096 0.190
H -4.85753 4.00509 -1.24785 -0.009 -0.004 -0.003
H -6.22060 2.28976 -2.49806 0.001 0.004 -0.001
H -5.39857 -0.08378 -2.48633 0.000 0.002 0.000
H -3.33686 -0.60558 -1.26164 0.016 -0.023 0.018
H -0.47513 5.00319 4.28924 -0.004 0.005 -0.004
H 1.81374 4.75880 5.32461 0.000 -0.003 0.005
H 3.46477 3.26477 4.16911 0.000 0.003 0.000
H 2.78267 2.13529 2.09338 -0.025 0.011 0.006
C 0.62363 -3.31346 -0.21521 -0.005 0.000 -0.039
C -0.39685 -2.68193 -1.11691 -0.011 0.016 -0.075
N -0.06094 -2.28567 -2.27588 0.063 0.003 0.033
N -1.01900 -1.69312 -3.08324 -0.081 -0.009 -0.003
C -1.11337 -0.40188 -2.92306 0.062 -0.047 0.104
O -0.50644 0.29725 -2.04015 -0.063 -0.093 -0.037
C -2.03879 0.31026 -3.86904 -0.023 0.007 -0.055
C -2.12740 1.69663 -3.81812 0.049 -0.016 0.022
C -3.00776 2.37951 -4.64501 -0.028 0.016 -0.025
C -3.81373 1.68105 -5.53237 0.020 -0.010 0.021
C -3.72334 0.29455 -5.59483 -0.012 0.016 -0.010
C -2.83930 -0.38499 -4.77269 0.008 -0.042 0.011
C -1.77060 -2.55561 -0.53879 -0.084 -0.016 0.033
C -2.85213 -3.24969 -1.07040 -0.052 -0.051 -0.028
C -4.06650 -3.19540 -0.40636 0.066 0.018 -0.037
C -4.16807 -2.44112 0.75344 0.002 0.030 0.051
C -3.05007 -1.74916 1.19220 -0.049 -0.031 -0.006
N -1.87795 -1.80849 0.56173 0.161 0.083 -0.024
H 1.58310 -3.37427 -0.72590 -0.008 0.000 0.003
H 0.30738 -4.31489 0.09080 0.011 -0.008 0.007
H 0.73243 -2.72613 0.69974 -0.005 -0.015 -0.008
H -1.50757 2.22635 -3.10673 -0.004 0.003 0.006
H -3.07379 3.45896 -4.58349 0.003 0.000 0.001
H -4.50777 2.21122 -6.17341 -0.001 0.003 0.001
H -4.34640 -0.25602 -6.29011 0.004 -0.006 0.004
H -2.75621 -1.46339 -4.80911 -0.003 0.006 -0.002
H -2.72411 -3.80389 -1.99029 -0.011 -0.006 0.007
H -4.92667 -3.72827 -0.79255 0.003 -0.005 -0.007
H -5.09984 -2.37055 1.29817 0.006 0.007 0.006
H -3.07138 -1.11036 2.06889 -0.028 0.002 -0.008
C 3.52884 1.53353 -0.53279 0.036 -0.109 0.046
N 4.78766 1.41052 -1.27656 0.017 -0.010 -0.015
C 5.10629 -0.01869 -1.37334 -0.026 0.023 -0.024
N 4.05443 -0.78543 -2.04340 0.017 0.017 0.066
C 2.80572 -0.61202 -1.28852 -0.024 -0.012 -0.032
N 2.42334 0.80745 -1.17307 0.010 0.131 -0.065
C 2.26853 1.33136 -2.54444 -0.066 0.023 0.063
N 3.50005 1.20398 -3.32790 0.033 0.013 -0.033
C 4.56932 1.91688 -2.63278 -0.013 0.021 0.012
C 3.85474 -0.21670 -3.37734 -0.007 -0.010 -0.026
H 3.26087 2.59003 -0.45061 0.005 0.007 -0.023
H 3.67784 1.11906 0.46353 -0.009 0.016 0.007
H 5.24514 -0.41327 -0.36422 0.002 -0.010 -0.001
H 6.03948 -0.13243 -1.93175 0.004 -0.007 0.007
H 2.93176 -1.01917 -0.28485 0.017 0.006 -0.016
H 2.00219 -1.14303 -1.80391 0.018 0.012 0.031
H 1.98605 2.38596 -2.48720 0.024 0.005 -0.007
H 1.46601 0.78278 -3.03156 -0.011 0.014 0.019
H 4.30933 2.97682 -2.57540 -0.003 -0.005 0.003
H 5.49647 1.81607 -3.20361 0.001 -0.012 0.004
H 4.77666 -0.33153 -3.95398 0.002 0.003 -0.008
H 3.05183 -0.76315 -3.87566 0.003 -0.003 0.002
N 2.70564 -6.68898 2.71712 -0.008 0.002 0.014
C 2.50030 -5.30879 2.79189 0.035 0.011 -0.025
C 3.38932 -4.42816 2.17559 -0.001 -0.011 0.006
C 3.19970 -3.06132 2.27081 0.017 0.023 -0.007
C 2.12410 -2.55789 2.98532 -0.027 0.132 0.027
C 1.23959 -3.42319 3.61009 0.005 -0.046 0.005
C 1.42696 -4.79050 3.51716 -0.008 0.020 0.006
S 1.87083 -0.80394 3.08008 -0.139 -0.189 0.033
O 2.46545 -0.27563 1.85673 0.081 0.031 -0.090
O 2.43789 -0.31164 4.31657 -0.006 -0.010 0.045
N 0.30598 -0.68634 2.97754 0.171 0.059 0.039
C -0.43164 0.17490 3.72433 -0.113 0.044 -0.134
S -0.05327 0.81575 5.30907 -0.018 -0.001 0.018
C -1.55965 1.66874 5.29866 0.103 -0.019 0.007
C -2.20380 1.44814 4.13610 -0.100 -0.009 -0.073
N -1.58138 0.60202 3.24817 0.033 0.034 0.049
H 3.23510 -6.98893 1.91411 -0.004 -0.001 -0.005
H 1.87247 -7.24159 2.84180 0.002 -0.005 -0.004
H 4.22406 -4.81915 1.60522 -0.003 -0.008 0.001
H 3.87142 -2.37809 1.76689 -0.008 -0.008 0.005
H 0.38690 -3.01923 4.14002 -0.004 -0.002 0.003
H 0.72917 -5.46706 3.99726 -0.002 0.000 -0.001
H -1.84621 2.32189 6.10542 0.001 0.006 -0.001
H -3.13524 1.91153 3.84341 0.003 0.003 0.015
```
Positions in Å, forces in eV/Å.

* HOMO: -5.35 eV
* net charge: -1
* orbital gap: 7.5 eV
* calculated total energy: -95146.084 eV
* M: 996.3 g mol⁻¹
* ΔE to the lowest compared entry with this formula, charge and spin: 0.522 eV

=====

Entry 3:
Below is a molecular structure, C41H41AsN4OPdS2, with properties calculated with ωB97M-V with the def2-TZVPD basis set.

The geometry in XYZ format:
```
91
Properties=species:S:1:pos:R:3:forces:R:3
Pd 0.42750 -1.92981 -0.77628 -0.466 0.168 -0.022
C 0.11219 -2.41363 3.55035 0.037 -0.033 -0.011
C 0.00364 -2.63554 2.06310 0.107 -0.130 -0.172
N 0.81355 -2.04813 1.23798 -0.306 -0.060 0.221
N 1.90881 -1.41834 1.82134 -0.254 0.153 -0.082
C 2.85833 -1.10628 0.99807 0.080 0.174 0.068
S 3.01935 -1.24120 -0.68046 0.205 -0.142 0.002
S 4.29549 -0.50119 1.93223 0.019 0.061 0.026
C 5.05301 -2.14246 2.11545 0.243 -0.012 -0.056
C 4.38479 -3.02625 3.12604 0.033 -0.027 0.013
C 4.73321 -2.96751 4.47309 -0.043 -0.007 -0.077
C 4.10405 -3.77855 5.40486 -0.062 -0.040 -0.013
C 3.11353 -4.66392 4.99635 0.031 -0.001 0.012
C 2.75826 -4.72774 3.65527 -0.016 -0.029 0.047
C 3.38770 -3.91324 2.72708 0.060 0.030 0.022
C -1.00683 -3.59847 1.58249 0.165 0.129 -0.025
C -2.05678 -3.96294 2.43722 0.035 0.054 -0.022
C -2.96203 -4.95907 2.13907 0.027 -0.013 -0.054
C -2.79893 -5.65747 0.93677 -0.062 -0.041 0.032
C -1.78260 -5.34096 0.07384 0.138 0.072 -0.073
C -0.85891 -4.27835 0.32402 0.061 -0.008 -0.105
O 0.03803 -4.02479 -0.56576 -0.055 -0.026 0.179
H 1.00119 -1.83758 3.78948 -0.056 -0.063 -0.028
H -0.77124 -1.85552 3.87172 -0.011 0.031 0.012
H 0.12238 -3.36355 4.08755 -0.007 0.035 -0.029
H 5.03604 -2.60694 1.12688 0.027 0.050 0.014
H 6.09579 -1.95538 2.38503 -0.047 -0.049 0.044
H 5.49603 -2.26637 4.79218 0.019 0.022 -0.001
H 4.38134 -3.71508 6.45078 -0.001 -0.015 0.004
H 2.61796 -5.29859 5.72106 -0.014 0.003 0.008
H 1.97706 -5.40333 3.32842 -0.015 0.005 -0.002
H 3.09228 -3.94584 1.68559 -0.006 -0.023 -0.047
H -2.17800 -3.42374 3.36644 0.021 0.036 0.058
H -3.77246 -5.19148 2.81829 -0.004 0.002 -0.001
H -3.48957 -6.45375 0.67657 -0.003 -0.006 -0.005
H -1.65913 -5.86295 -0.86785 -0.004 0.001 0.016
C 0.23414 6.71626 1.70268 0.010 0.022 0.013
C 0.26830 5.48002 0.84523 -0.018 -0.028 -0.030
C 1.16657 4.45408 1.09066 -0.011 0.014 -0.005
C 1.18340 3.29501 0.32210 0.076 0.030 0.025
C 2.14778 2.21028 0.71853 0.006 -0.068 -0.021
C 0.27589 3.13015 -0.74346 0.014 -0.120 0.031
As 0.50419 1.33657 -1.63468 0.053 -0.080 -0.023
N -0.33197 0.13656 -0.55910 0.347 -0.165 -0.165
C -1.41840 0.27772 0.25727 0.035 0.037 0.056
C -1.74320 1.44251 0.98420 0.072 0.190 -0.013
C -2.84373 1.49426 1.82182 -0.127 -0.026 0.074
C -3.67709 0.39509 1.99528 0.039 0.074 0.002
C -3.37104 -0.76490 1.29100 -0.015 -0.023 0.028
C -2.28127 -0.81894 0.44618 -0.098 -0.301 -0.009
C -0.54356 1.56705 -3.31829 0.057 -0.147 0.020
C -1.81518 1.06966 -3.61415 0.025 -0.096 -0.057
C -2.69409 0.44331 -2.57466 -0.008 -0.013 0.021
C -2.29692 1.15418 -4.91886 -0.005 0.024 0.044
C -1.56010 1.72210 -5.94281 0.000 0.025 0.000
C -2.09089 1.77937 -7.34968 -0.004 0.019 -0.021
C -0.30617 2.22956 -5.63451 -0.033 0.005 -0.006
C 0.21007 2.15239 -4.34817 -0.013 0.007 -0.029
C 1.57879 2.73174 -4.09775 0.065 0.031 0.032
C -0.62576 4.17118 -1.00495 -0.035 0.085 -0.104
C -1.69332 4.13580 -2.06969 -0.033 -0.028 -0.036
C -0.61162 5.31815 -0.21091 0.054 0.032 -0.024
H 1.06533 6.72531 2.40811 0.016 0.000 0.011
H -0.69210 6.77035 2.27916 -0.019 -0.002 0.010
H 0.29422 7.62311 1.09743 0.000 0.017 -0.014
H 1.86943 4.54369 1.91198 0.029 0.009 0.041
H 2.79221 2.55115 1.52805 0.039 0.000 0.043
H 2.77113 1.87840 -0.11483 -0.015 0.012 0.026
H 1.60825 1.32313 1.06249 -0.004 -0.009 -0.002
H -1.11014 2.31565 0.90883 -0.075 -0.099 0.029
H -3.04070 2.41582 2.36186 -0.004 -0.010 0.006
H -4.52858 0.43685 2.66189 -0.043 0.009 0.030
H -3.98520 -1.65078 1.40032 -0.046 -0.045 0.009
H -2.06770 -1.73412 -0.10559 -0.031 0.172 0.104
H -2.72619 1.03608 -1.66090 -0.034 0.027 -0.024
H -2.31222 -0.54238 -2.30330 -0.006 0.037 0.001
H -3.71256 0.33531 -2.95309 -0.004 -0.025 -0.007
H -3.28220 0.75257 -5.13341 -0.027 -0.017 -0.010
H -3.11170 1.40067 -7.39637 -0.033 -0.009 -0.002
H -1.48100 1.17516 -8.02421 0.020 -0.024 -0.019
H -2.09112 2.80157 -7.73618 0.003 0.013 -0.004
H 0.29317 2.68781 -6.41538 0.024 0.028 -0.039
H 1.92653 3.26396 -4.98381 0.032 0.015 -0.032
H 2.29987 1.94962 -3.85216 0.001 -0.007 0.009
H 1.57784 3.43485 -3.26059 -0.005 0.004 -0.017
H -1.46317 3.46781 -2.89260 -0.029 0.176 0.107
H -1.84688 5.13888 -2.47157 -0.049 0.047 0.015
H -2.64093 3.80335 -1.63699 -0.019 -0.049 0.019
H -1.32907 6.10424 -0.43010 -0.019 0.030 -0.003
N -0.24620 -1.87017 -3.81729 -0.025 -0.003 -0.202
C 0.00980 -1.88111 -2.68936 0.000 -0.099 0.165
```
Positions in Å, forces in eV/Å.

* HOMO: -1.52 eV
* net charge: -2
* orbital gap: 5.7 eV
* calculated total energy: -137180.738 eV
* M: 851.3 g mol⁻¹
* ΔE to the lowest compared entry with this formula, charge and spin: 0.544 eV